74
Properties=species:S:1:pos:R:3 method="wB97M-V/def2-TZVPD" total_energy_ha=-2079.26496 charge=+2 homo_lumo_gap_ev="8.692 / 5.954" e_homo_ev="-13.5 / -13.5" s_squared=6.011 relative_energy_ev=0.000 multiplicity=5
Pt -1.0944 -1.3783 -1.7363
C -0.0126 -3.2023 3.2133
C 1.3225 -3.2032 2.7257
C 1.0195 -1.2965 3.9703
C -0.1938 -2.0313 3.9902
C 1.9641 -2.0219 3.1923
C -1.0442 -4.2255 2.9640
H -0.6080 -5.1211 2.5091
H -1.8260 -3.8481 2.2876
H -1.5406 -4.5181 3.9002
C -1.4547 -1.6390 4.6493
H -2.2229 -1.3542 3.9139
H -1.2974 -0.7873 5.3184
H -1.8620 -2.4706 5.2389
C 1.2506 -0.0168 4.6720
H 1.1733 -0.1364 5.7630
H 0.5038 0.7334 4.3765
H 2.2430 0.3821 4.4453
C 3.3627 -1.6383 2.9312
H 4.0481 -2.0667 3.6797
H 3.4836 -0.5485 2.9625
H 3.6913 -1.9947 1.9465
C 1.9134 -4.2407 1.8567
H 1.7133 -5.2433 2.2580
H 2.9976 -4.1111 1.7827
H 1.4917 -4.1982 0.8399
C -1.2010 0.5369 -2.3580
C -2.3269 -0.1975 -2.8852
C -2.3378 -0.6557 -4.3216
C -1.1073 -1.5029 -4.7089
C -0.3740 -2.0600 -3.5019
C 0.6867 -1.3828 -2.7813
C 1.1302 0.0261 -3.1062
C -0.0865 0.9506 -3.2926
H -2.4390 0.2124 -4.9842
H -0.4325 -0.9323 -5.3579
H -3.2328 -1.2757 -4.4804
H -0.4624 0.9282 -4.3220
H -1.3914 1.2639 -1.5617
H -3.3153 0.0999 -2.5167
H 0.1752 1.9837 -3.0432
H 1.7379 0.3509 -2.2428
H 1.4826 -2.0279 -2.3853
H 1.8072 0.0817 -3.9727
H -1.4830 -2.3560 -5.2925
H -0.3320 -3.1503 -3.4745
P -1.1219 3.6035 -1.3048
P 1.0650 3.5536 -0.2351
C -0.1910 4.8710 -2.2012
C 1.2310 4.8356 -1.5564
H -0.6384 5.8734 -2.1757
H -0.1440 4.4994 -3.2401
H 1.9973 4.5239 -2.2822
H 1.5205 5.7848 -1.0917
C 0.4971 4.5349 1.1886
H 0.9328 4.0929 2.0946
H -0.5996 4.4697 1.2428
H 0.8216 5.5767 1.0827
C 2.7680 3.0505 0.1752
H 3.4603 3.9009 0.0826
H 3.0974 2.2494 -0.5004
H 2.7924 2.6627 1.2038
C -2.8780 4.0813 -1.2458
H -3.4667 3.1794 -0.9808
H -3.2085 4.4198 -2.2464
H -3.0577 4.8359 -0.4655
C -0.2460 -2.8592 -0.6109
H 0.4452 -2.3663 0.0816
H 0.2999 -3.5632 -1.2432
H -1.0194 -3.3654 -0.0367
F -3.2392 0.0571 -0.2304
C -2.2712 -0.8943 -0.0418
F -1.4432 -0.3712 0.9378
F -2.9236 -1.9532 0.5384